Here is a molecular structure, C3H5ClO at a distorted geometry from OMol25. Energies are from wB97M-V/def2-TZVPD.

LUMO (eV): 0.25
2S+1: 1
Maximum force (eV/Å): 8.91
HOMO energy (eV): -10.09
Energy above the lowest of the compared OMol25 structures with the same formula, charge and spin (kcal/mol): 101.3
Molar mass (g/mol): 92.53

```
10
Properties=species:S:1:pos:R:3:forces:R:3:mulliken_charge:R:1
H 1.3450 -1.8649 -0.1615 0.46 3.57 1.81 0.201
C -0.8791 0.8332 0.1740 -4.19 1.54 -1.15 -0.271
Cl -2.4759 -0.2844 -0.2433 0.00 1.12 1.41 -0.259
O 1.4385 0.3898 -0.7366 -1.83 -2.63 3.01 -0.428
C 1.2194 -0.6705 0.3072 -1.00 -1.12 -2.83 -0.303
H -0.2050 -0.6364 -1.3429 -1.34 -1.51 -2.50 0.522
H 1.5934 -0.4539 1.4541 -1.40 -0.47 -3.17 0.267
H -1.2780 1.8577 -0.1988 1.31 -1.99 -0.38 0.260
C -0.1133 -0.1876 -0.4478 8.21 2.05 2.80 -0.293
H -0.6451 1.0171 1.1955 -0.22 -0.54 1.01 0.304
```
Forces are in eV/Å.